{
  "formula": "C5H8O",
  "method": "ωB97M-V with the def2-TZVPD basis set",
  "e_lumo_ev": 1.0,
  "homo_lumo_gap_ev": 10.59,
  "smiles": "O[C@H]1[C@H]2CC[C@@H]12",
  "homo_energy_ev": -9.6,
  "de_lowest_kcal_mol": 60.3,
  "elements": ["O", "C", "C", "C", "C", "C", "H", "H", "H", "H", "H", "H", "H", "H"],
  "xyz": [[-0.415701, 1.589737, -1.169599], [0.558771, 0.286031, 1.175595], [-0.258118, -0.743031, -0.587023], [1.164554, -0.495757, -0.014775], [-1.115263, 0.501239, -0.637396], [-0.833299, -0.085724, 0.680683], [0.791161, -0.126734, 2.158238], [-0.545766, -1.652171, -1.100268], [0.766022, 1.360359, 1.167550], [-1.627706, -0.531636, 1.257632], [-2.133889, 0.395448, -1.011109], [1.946879, 0.006623, -0.601938], [0.131709, 0.950071, -1.643972], [1.570647, -1.454455, 0.326380]],
  "forces_ev_per_a": [[0.08, -0.23, -0.09], [0.00, 0.01, 0.14], [-0.25, -0.53, 0.13], [0.02, -0.05, -0.09], [-0.05, -0.81, -0.10], [-0.30, -0.13, 0.48], [0.08, 0.02, -0.15], [-0.08, -0.03, 0.24], [-0.11, -0.19, 0.05], [-0.10, 0.26, 0.30], [0.20, -0.15, 0.09], [-0.33, -0.06, -0.06], [0.90, 1.68, -0.84], [-0.08, 0.19, -0.11]],
  "nbo_charge": [-0.70, -0.41, -0.30, -0.40, 0.07, -0.22, 0.21, 0.22, 0.22, 0.22, 0.19, 0.20, 0.48, 0.22]
}

---

{
  "formula": "C28H24I2IrN2O3S5",
  "method": "ωB97M-V with the def2-TZVPD basis set",
  "e_lumo_ev": [-0.4, -2.2],
  "multiplicity": 2,
  "homo_lumo_gap_ev": [7.13, 5.36],
  "homo_energy_ev": [-7.5, -7.5],
  "de_lowest_kcal_mol": 4.5,
  "elements": ["Ir", "I", "I", "S", "S", "S", "S", "S", "O", "O", "O", "N", "N", "C", "C", "C", "C", "C", "C", "C", "C", "C", "C", "C", "C", "C", "C", "C", "C", "C", "C", "C", "C", "C", "C", "C", "C", "C", "C", "C", "C", "H", "H", "H", "H", "H", "H", "H", "H", "H", "H", "H", "H", "H", "H", "H", "H", "H", "H", "H", "H", "H", "H", "H", "H"],
  "xyz": [[-0.204478, -0.121252, 0.505636], [2.756244, -3.526663, 3.106413], [-2.544963, -4.456192, 5.718015], [2.133077, 2.142997, 0.682033], [-3.392617, 3.263493, -0.937539], [-0.648516, 1.862883, 2.072809], [-1.548204, 0.966140, -0.995343], [-2.636257, 4.022786, 1.821012], [0.954519, -1.293685, 1.670400], [1.641881, 0.900167, -0.048348], [-4.471328, 5.264653, 0.393722], [1.941665, -1.120231, -3.217970], [-1.656027, -0.927401, 1.605447], [0.344257, 4.543182, -2.016912], [1.481132, 3.572549, -0.156838], [-0.078692, -3.723180, 4.177477], [-2.933215, -0.620162, 1.595827], [-1.818419, 2.637626, 1.144472], [-1.167154, -2.733268, -0.477957], [-2.010262, -2.478048, 3.438281], [0.953794, 3.443115, -1.428891], [0.266888, 5.745390, -1.329453], [3.810634, 2.238798, 0.081118], [-1.167701, -1.826827, 2.517499], [-0.134598, -1.807196, -0.702234], [-3.374375, -2.109364, 3.419467], [2.172296, -1.497185, -1.821234], [-3.672958, 4.376133, 0.421940], [1.068023, -2.341646, -1.220004], [1.226200, -3.722763, -1.321281], [0.813286, 5.863843, -0.056687], [-1.416543, -3.441019, 4.289249], [0.244601, -2.031793, 2.469053], [1.808909, -2.243205, -4.124122], [0.889963, -0.148220, -3.401205], [-2.189547, 2.272704, -0.149263], [1.421415, 4.771575, 0.540236], [-3.825721, -1.191325, 2.516192], [-1.012795, -4.104387, -0.628940], [0.214850, -4.611655, -1.006152], [0.746585, -3.041624, 3.270653], [0.859262, -2.789539, -4.018445], [-3.260538, 0.079662, 0.840505], [1.821855, 4.844500, 1.544705], [-0.232747, 6.592974, -1.780343], [-1.845287, -4.768181, -0.428560], [0.741178, 6.799870, 0.480723], [2.326698, -0.588901, -1.250313], [3.794158, 2.187816, -1.006552], [4.240588, 3.178099, 0.426439], [-2.140723, -2.369179, -0.179081], [1.171022, 0.796331, -2.930983], [4.350935, 1.392887, 0.501112], [2.620546, -2.951497, -3.949762], [-0.078628, -0.464455, -2.983607], [0.362458, -4.483265, 4.807981], [2.181115, -4.106761, -1.665253], [-4.054450, -2.562069, 4.128630], [-4.865169, -0.897296, 2.491316], [3.105330, -2.067613, -1.801542], [0.747375, 0.032052, -4.468060], [-0.090401, 4.450443, -3.003637], [0.374508, -5.679447, -1.085854], [1.001809, 2.489187, -1.933290], [1.883259, -1.885364, -5.152707]],
  "forces_ev_per_a": [[-0.20, 1.53, -0.20], [0.02, 0.02, 0.03], [-0.02, -0.03, 0.01], [0.22, -0.06, 0.24], [-0.06, 0.03, 0.01], [0.31, -0.36, 0.01], [0.06, -0.01, -0.07], [0.00, 0.01, 0.02], [0.36, -0.11, 0.59], [-0.24, -0.02, -0.59], [0.04, 0.00, 0.00], [0.17, 0.06, -0.10], [-0.25, -0.37, -0.01], [-0.02, -0.06, -0.01], [-0.21, -0.08, 0.03], [0.01, 0.00, -0.01], [-0.04, -0.10, 0.11], [-0.04, 0.04, -0.08], [-0.09, 0.19, -0.37], [0.03, -0.03, -0.03], [0.00, 0.07, -0.02], [0.00, 0.02, 0.03], [0.05, -0.07, -0.05], [-0.06, 0.08, 0.08], [0.47, -0.78, 0.77], [-0.03, -0.03, 0.05], [0.06, -0.02, 0.14], [-0.02, 0.03, -0.04], [-0.16, 0.10, -0.21], [-0.01, 0.04, -0.18], [0.00, 0.03, -0.03], [0.00, 0.03, -0.03], [-0.05, -0.03, -0.15], [-0.05, -0.05, 0.06], [-0.08, -0.02, 0.02], [-0.02, 0.18, -0.05], [-0.03, -0.04, 0.05], [0.02, 0.03, -0.03], [-0.12, 0.05, -0.12], [0.02, -0.10, -0.02], [0.02, -0.02, 0.10], [0.00, -0.01, 0.01], [-0.03, -0.02, 0.03], [-0.04, -0.02, 0.02], [0.02, 0.00, 0.00], [-0.02, 0.02, 0.01], [0.02, 0.00, -0.01], [0.03, 0.02, -0.06], [0.02, 0.00, 0.00], [0.00, 0.00, -0.01], [-0.03, -0.08, 0.08], [-0.01, -0.07, 0.04], [0.01, -0.01, 0.00], [0.01, 0.01, -0.02], [-0.01, -0.03, -0.05], [0.00, 0.00, 0.00], [0.00, 0.01, -0.02], [0.00, -0.01, -0.01], [0.00, 0.00, -0.02], [-0.01, 0.00, 0.05], [0.03, 0.03, 0.00], [0.01, 0.01, 0.00], [0.02, 0.00, 0.03], [-0.05, -0.01, 0.00], [-0.01, 0.00, 0.00]],
  "nbo_charge": [0.85, 0.17, 0.15, 1.30, 0.35, -0.02, 0.18, 0.37, -0.70, -0.97, -0.53, -0.44, -0.35, -0.20, -0.19, -0.21, 0.06, -0.41, -0.27, -0.03, -0.23, -0.19, -0.80, 0.06, -0.20, -0.13, -0.26, 0.21, 0.01, -0.23, -0.19, -0.22, 0.39, -0.41, -0.40, -0.45, -0.24, -0.26, -0.23, -0.23, -0.27, 0.17, 0.22, 0.23, 0.22, 0.21, 0.22, 0.23, 0.25, 0.24, 0.19, 0.18, 0.25, 0.20, 0.18, 0.24, 0.20, 0.23, 0.23, 0.19, 0.20, 0.23, 0.21, 0.24, 0.19]
}

---

{
  "formula": "C4H8N2O",
  "method": "ωB97M-V with the def2-TZVPD basis set",
  "e_lumo_ev": [-0.6, -0.6],
  "homo_lumo_gap_ev": [7.42, 7.41],
  "smiles": "[H]/N=C/C.COC#N",
  "homo_energy_ev": [-8.0, -8.0],
  "de_lowest_kcal_mol": 159.9,
  "elements": ["O", "N", "N", "C", "C", "C", "C", "H", "H", "H", "H", "H", "H", "H", "H"],
  "xyz": [[-1.330694, -0.441209, 0.664684], [1.115248, -0.267079, -1.369672], [-1.358371, 1.815388, -0.221518], [1.161689, 0.214883, -0.190853], [2.149955, 1.238494, 0.274661], [-2.071539, -1.604611, 0.269338], [-1.001263, 0.733551, 0.031134], [-1.983148, -1.679360, -0.818609], [1.939362, 2.197673, -0.197767], [0.329581, 0.004267, -1.960975], [-1.748567, -2.403722, 0.938248], [-3.100693, -1.497691, 0.623846], [3.165300, 0.940733, 0.015044], [0.618839, -0.603352, 0.583863], [2.114302, 1.352035, 1.358577]],
  "forces_ev_per_a": [[1.67, 2.11, 0.35], [-0.79, 2.57, -0.89], [1.48, -0.20, -0.44], [0.68, -4.10, 1.29], [-0.14, -0.05, 0.71], [-0.69, 0.97, -0.23], [-4.57, -2.34, 1.61], [-0.12, -0.82, 0.40], [-0.02, -0.05, -0.10], [0.43, -1.31, -0.35], [0.83, -0.15, -0.80], [-0.20, 0.49, -0.64], [-0.06, -0.13, -0.25], [1.58, 2.90, -0.65], [-0.07, 0.11, -0.01]],
  "nbo_charge": [-0.55, -0.83, -0.33, 0.24, -0.72, -0.23, 0.50, 0.21, 0.25, 0.41, 0.21, 0.19, 0.25, 0.18, 0.22]
}

---

{
  "formula": "C34H34BIrN8",
  "method": "ωB97M-V with the def2-TZVPD basis set",
  "e_lumo_ev": -7.6,
  "homo_lumo_gap_ev": 5.98,
  "homo_energy_ev": -13.6,
  "de_lowest_kcal_mol": 35.4,
  "total_charge": 2,
  "elements": ["Ir", "N", "N", "N", "N", "N", "N", "N", "N", "C", "C", "C", "C", "C", "C", "C", "C", "C", "C", "C", "C", "C", "C", "C", "C", "C", "C", "C", "C", "C", "C", "C", "C", "C", "C", "C", "C", "C", "C", "C", "C", "C", "C", "B", "H", "H", "H", "H", "H", "H", "H", "H", "H", "H", "H", "H", "H", "H", "H", "H", "H", "H", "H", "H", "H", "H", "H", "H", "H", "H", "H", "H", "H", "H", "H", "H", "H", "H"],
  "xyz": [[-0.110817, -0.335184, -0.324104], [-2.308051, -0.259272, -0.323866], [2.059275, -0.413583, -0.292261], [1.070560, 2.295252, 0.500767], [0.318883, 1.728959, -0.446929], [0.149702, -0.331184, 1.777762], [-4.363339, 0.359716, -0.000649], [2.685906, 0.436715, 0.542085], [0.981076, 0.562174, 2.325676], [-2.208521, -3.767429, 0.851633], [1.063917, 3.632743, 0.325652], [4.244564, -0.696979, -0.524816], [-2.165222, 0.616642, -3.679631], [-3.104255, -3.657919, 3.079807], [0.270930, 3.904840, -0.785032], [2.661069, -2.129026, -1.972156], [-2.998639, 2.872705, -3.712661], [0.961046, 0.416894, 3.666746], [-1.344636, -2.144708, 2.423827], [-3.138930, -1.193272, -0.906196], [1.745748, 4.585278, 1.240050], [3.422206, -3.729508, -3.618386], [-3.076436, 0.674390, 0.217531], [4.019885, 0.285758, 0.423277], [1.066944, -3.398594, -3.283493], [5.017362, 1.072987, 1.194462], [-2.630936, 1.885417, 0.953519], [-3.087136, -4.238826, 1.818276], [-1.193958, 0.999347, -2.776055], [-1.336228, -2.742836, 1.160287], [1.344224, -2.460515, -2.309335], [-2.247806, -2.612776, 3.378206], [-2.042069, 3.249726, -2.785998], [-3.069916, 1.557564, -4.154250], [-1.132266, 2.312349, -2.296215], [0.078237, -0.614729, 3.961933], [-4.423485, -0.815896, -0.711079], [1.734461, 1.270679, 4.605087], [3.695260, -2.787310, -2.642509], [-0.410067, -1.073102, 2.736061], [2.982826, -1.120437, -0.963056], [2.109622, -4.034795, -3.944469], [-0.188738, 2.669157, -1.246240], [1.907665, 1.413465, 1.443786], [1.445615, 5.599420, 0.990421], [-2.661081, 2.767751, 0.311301], [1.445952, 1.035888, 5.625962], [-5.157412, 0.891317, 0.318738], [-3.825440, 1.266944, -4.870545], [-2.216291, -0.402767, -4.037758], [-1.607464, 1.749578, 1.296716], [5.206811, -1.056054, -0.839658], [0.515327, -1.964627, -1.790154], [6.020762, 0.774271, 0.904660], [2.635524, 2.065446, 2.103649], [-2.282401, -2.142808, 4.351699], [-3.273625, 2.064657, 1.814699], [1.478006, 4.385354, 2.276999], [0.083745, 4.868630, -1.223634], [-0.579182, -2.429948, 0.419897], [-2.012225, 4.265923, -2.416287], [-2.190174, -4.219611, -0.131192], [-0.429119, 0.269862, -2.454550], [-3.741595, -5.068777, 1.592064], [4.899499, 2.139069, 1.000915], [-3.696967, 3.603326, -4.097138], [0.044457, -3.640788, -3.540440], [4.236462, -4.222821, -4.130456], [-0.140427, -1.014045, 4.935996], [-3.787463, -4.024353, 3.833249], [2.806657, 1.104246, 4.501387], [-2.762951, -2.072994, -1.397212], [-5.348756, -1.270599, -1.013375], [1.894342, -4.762878, -4.713843], [1.541285, 2.326787, 4.420717], [2.830690, 4.512175, 1.160652], [4.897495, 0.908383, 2.265225], [4.720063, -2.550841, -2.395755]],
  "forces_ev_per_a": [[0.77, 2.78, 2.71], [1.41, 0.20, 0.28], [-1.81, -0.38, -0.45], [0.18, 0.39, 0.47], [-0.79, -2.31, -0.13], [-0.52, -0.21, -2.41], [0.10, -0.10, -0.08], [0.50, 0.36, 0.38], [0.23, 0.47, 0.40], [0.05, -0.12, -0.18], [-0.43, -0.07, -0.26], [-0.23, 0.02, 0.06], [-0.01, -0.20, -0.12], [-0.05, -0.06, -0.09], [0.11, -0.19, 0.01], [-0.20, -0.26, -0.25], [-0.07, -0.06, -0.12], [-0.45, -0.25, -0.04], [-0.12, -0.27, -0.28], [-0.09, -0.11, -0.14], [0.18, -0.08, 0.02], [-0.05, -0.02, -0.03], [0.07, 0.23, 0.20], [-0.05, -0.31, -0.33], [-0.06, -0.08, -0.09], [-0.14, 0.08, 0.08], [0.03, -0.02, -0.01], [0.08, 0.06, 0.04], [-0.03, 0.36, 0.20], [0.00, 0.17, 0.40], [0.29, 0.15, 0.15], [0.13, 0.14, -0.07], [0.13, -0.12, 0.11], [0.07, 0.06, 0.09], [-0.12, -0.22, -0.21], [0.12, 0.01, -0.20], [0.10, -0.07, -0.10], [0.15, 0.03, -0.09], [-0.14, 0.18, 0.17], [-0.11, 0.07, 0.19], [0.12, 0.21, 0.22], [-0.02, 0.01, -0.01], [-0.12, 0.16, 0.06], [0.12, -0.33, -0.30], [0.03, 0.01, 0.01], [-0.03, -0.02, -0.02], [0.01, 0.00, 0.01], [0.03, 0.05, 0.01], [0.01, -0.01, -0.03], [0.05, -0.02, 0.00], [-0.05, 0.02, 0.08], [0.02, -0.02, -0.04], [0.00, -0.21, -0.19], [0.01, 0.00, 0.01], [0.07, 0.12, 0.10], [0.02, -0.03, 0.04], [0.02, 0.01, 0.01], [-0.02, 0.03, 0.00], [-0.03, 0.05, 0.03], [0.20, -0.20, -0.12], [0.01, 0.03, -0.03], [0.02, -0.06, 0.01], [0.24, -0.15, -0.23], [-0.03, 0.01, -0.02], [0.07, 0.02, 0.02], [0.00, 0.03, 0.03], [-0.03, 0.01, 0.02], [0.01, -0.01, 0.00], [-0.04, 0.01, 0.04], [-0.01, 0.01, 0.01], [0.01, 0.00, 0.02], [-0.01, 0.04, -0.06], [-0.03, -0.01, 0.03], [0.00, -0.02, 0.00], [0.00, 0.01, 0.03], [0.00, 0.03, -0.03], [0.06, 0.02, 0.02], [0.04, -0.03, -0.04]],
  "lowdin_charge": [1.35, -0.05, -0.02, 0.05, -0.02, -0.01, 0.15, 0.03, 0.05, -0.07, -0.22, 0.07, -0.06, -0.04, 0.08, -0.16, -0.04, -0.22, -0.16, -0.13, 0.01, -0.04, -0.34, -0.23, -0.07, 0.01, 0.03, -0.04, -0.07, -0.07, -0.07, 0.00, -0.01, -0.04, -0.17, 0.08, -0.03, 0.01, 0.00, -0.20, -0.19, -0.05, -0.21, -0.49, 0.10, 0.09, 0.10, 0.18, 0.12, 0.12, 0.06, 0.12, 0.03, 0.10, 0.13, 0.12, 0.10, 0.09, 0.13, 0.07, 0.12, 0.12, 0.07, 0.12, 0.09, 0.12, 0.11, 0.12, 0.13, 0.12, 0.10, 0.11, 0.13, 0.12, 0.09, 0.10, 0.09, 0.11]
}